Entry 1:
Below is C4H6O3Rb as an isolated structure at a distorted geometry, with properties calculated with ωB97M-V/def2-TZVPD.

The calculation puts the calculated total energy at -405.52251 a.u. As for the net charge: +1. Its orbital gap is 8.3551 eV. The spin multiplicity is 1. The energy relative to the best compared isomer or geometry (same formula, charge and spin) comes out at 87.8 kcal/mol.

XYZ file:
```
14
C4H6O3Rb ωB97M-V/def2-TZVPD
H 0.984 0.670 2.886
H 0.886 -1.432 -3.192
O -1.451 1.228 -0.883
H 0.299 -0.969 2.484
H 0.017 -2.215 -1.820
H -0.708 0.416 3.135
O -0.240 -0.175 -2.074
O -0.089 -0.209 0.202
C -0.112 0.692 1.153
H 1.511 -1.221 -1.550
C 0.121 0.113 2.476
C -0.789 0.216 -0.981
Rb -1.029 4.234 0.306
C 0.600 -1.348 -2.141
```

Results of the Löwdin charge analysis, in e, for atoms 1 through 2:
1. H 0.096
2. H 0.108



Entry 2:
Below is C4H6O3Sm as an isolated structure at a distorted geometry, with properties calculated with ωB97M-V/def2-TZVPD.

The calculation puts the calculated total energy at -1038.40502 a.u. As for the net charge: +3. Its orbital gap (alpha / beta) is 5.7529 / 10.0984 eV. The spin multiplicity is 6. The energy relative to the best compared isomer or geometry (same formula, charge and spin) comes out at 0.0 kcal/mol. As for the expectation value of S²: 8.962.

XYZ file:
```
14
C4H6O3Sm ωB97M-V/def2-TZVPD
C 0.825 -1.300 -0.035
H 0.232 -3.139 0.819
C -1.665 1.914 0.908
H -1.174 -2.346 -1.834
O -2.709 1.552 1.143
O 1.158 -0.398 0.757
Sm 0.699 1.651 -0.552
H -2.144 -0.921 -1.523
H -1.782 -2.141 -0.184
H 0.928 -3.279 -0.790
C 1.027 -2.747 0.168
O -0.120 -0.844 -0.851
C -1.428 -1.607 -1.070
H 2.012 -2.926 0.601
```

Results of the Löwdin charge analysis, in e, for atoms 1 through 2:
1. C -0.467
2. H 0.158



Entry 3:
Below is C4H6O3Yb as an isolated structure at a distorted geometry, with properties calculated with ωB97M-V/def2-TZVPD.

The calculation puts the calculated total energy at -1539.10997 a.u. As for the net charge: +3. Its orbital gap (alpha / beta) is 9.1595 / 9.5795 eV. The spin multiplicity is 2. The energy relative to the best compared isomer or geometry (same formula, charge and spin) comes out at 23.5 kcal/mol. As for the expectation value of S²: 0.754.

XYZ file:
```
14
C4H6O3Yb ωB97M-V/def2-TZVPD
H 1.760 -3.294 -0.144
O -1.660 -0.944 0.161
O 0.268 0.252 0.179
Yb 1.780 2.052 0.160
O 0.210 -1.987 -0.062
C -3.734 0.243 0.188
H 2.102 -1.676 -0.873
H 2.034 -1.868 0.931
H -3.955 -0.079 1.213
H -3.670 -0.343 -1.012
H -4.080 1.245 -0.099
C -0.254 -0.833 0.095
C 1.651 -2.215 -0.034
C -2.407 -0.008 -0.234
```

Results of the Löwdin charge analysis, in e, for atoms 1 through 2:
1. H 0.139
2. O 0.210



Entry 4:
Below is a 2-piece molecular cluster, C4H6O4 overall at a distorted geometry, with properties calculated with ωB97M-V/def2-TZVPD.

The calculation puts the calculated total energy at -456.99446 a.u. As for the net charge: -2. Its orbital gap is 7.9223 eV. The spin multiplicity is 1. The energy relative to the best compared isomer or geometry (same formula, charge and spin) comes out at 18.0 kcal/mol.

XYZ file:
```
14
C4H6O4 ωB97M-V/def2-TZVPD
H -1.964 0.609 -1.973
H 0.656 0.087 0.530
O -0.024 -2.796 1.230
O 0.041 2.739 -1.506
O -1.380 2.270 0.223
C 0.881 -0.578 1.374
H -1.256 -0.034 -0.506
H -0.279 0.248 -2.116
O 1.963 -2.362 0.225
C 0.938 -2.067 0.895
C -0.722 2.041 -0.822
H 0.274 -0.504 2.270
C -1.030 0.552 -1.387
H 1.901 -0.206 1.564
```

Results of the Löwdin charge analysis, in e, for atoms 1 through 2:
1. H 0.037
2. H 0.040